(1)
# C5H16N3

A gas-phase ion, C5H16N3 (charge +2) in a non-equilibrium geometry (ωB97M-V/def2-TZVPD, OMol25).

Orbital gap (spin up / spin down) in eV: 10.5 / 4.9
2S+1: 2
LUMO energy (spin up / spin down) in eV: -5.9625 / -11.5592
Net charge: +2

Element x y z (Å)
1 C -0.855 0.647 -1.244
2 N -0.519 0.257 0.121
3 C 0.794 -0.378 0.228
4 C 1.254 -0.660 1.669
5 C 0.469 -1.724 2.427
6 N 0.422 -3.003 1.650
7 C -0.547 2.137 -1.465
8 N -0.948 2.540 -2.865
9 H -0.223 0.086 -1.943
10 H -1.874 0.334 -1.476
11 H -1.224 -0.346 0.519
12 H 0.837 -1.281 -0.399
13 H 1.531 0.342 -0.122
14 H 1.063 0.258 2.230
15 H 2.313 -0.885 1.660
16 H -0.447 -1.322 2.848
17 H 1.049 -2.145 3.269
18 H 1.231 -3.200 1.044
19 H 0.599 -3.740 2.313
20 H 0.507 2.247 -1.235
21 H -1.180 2.715 -0.797
22 H -0.293 3.268 -3.171
23 H -0.941 1.808 -3.577
24 H -1.827 3.042 -2.851

Charge distribution, natural (NBO) scheme, values in e: number 1, C, carries -0.24; number 2, N, carries -0.62; number 3, C, carries -0.22; number 4, C, carries -0.44; number 5, C, carries -0.26; number 6, N, carries -0.27; number 7, C, carries -0.23; number 8, N, carries -0.67; number 9, H, carries 0.18; number 10, H, carries 0.23; number 11, H, carries 0.37; number 12, H, carries 0.17; number 13, H, carries 0.22; number 14, H, carries 0.27; number 15, H, carries 0.25; number 16, H, carries 0.30; number 17, H, carries 0.30; number 18, H, carries 0.41; number 19, H, carries 0.41; number 20, H, carries 0.24; number 21, H, carries 0.24; number 22, H, carries 0.46; number 23, H, carries 0.45; number 24, H, carries 0.46

(2)
# C4H8BrClN

A molecular structure, C4H8BrClN in a non-equilibrium geometry (ωB97M-V/def2-TZVPD, OMol25).

Orbital gap in eV: 9.3
2S+1: 1
LUMO energy in eV: -4.7337
Net charge: +1

Element x y z (Å)
1 C 1.122 -1.005 -0.756
2 C 0.490 -1.325 -1.956
3 C -0.057 1.196 -0.456
4 C 0.806 0.193 0.002
5 N -0.299 -0.467 1.396
6 Cl 1.060 -2.790 -2.768
7 Br 2.368 0.839 0.906
8 H 2.057 -1.504 -0.431
9 H -0.244 -0.713 -2.544
10 H -0.179 2.191 0.223
11 H 0.412 1.544 -1.415
12 H -1.023 0.813 -0.674
13 H -1.300 -0.406 1.006
14 H -0.172 -0.071 2.361
15 H -0.039 -1.543 1.393

Charge distribution, natural (NBO) scheme, values in e: number 1, C, carries -0.42; number 2, C, carries -0.08; number 3, C, carries -0.74; number 4, C, carries 0.20; number 5, N, carries -0.85; number 6, Cl, carries 0.08; number 7, Br, carries 0.17; number 8, H, carries 0.27; number 9, H, carries 0.25; number 10, H, carries 0.28; number 11, H, carries 0.28; number 12, H, carries 0.23; number 13, H, carries 0.43; number 14, H, carries 0.45; number 15, H, carries 0.44

(3)
# C3H6N2O2S

C3H6N2O2S in the gas phase in a non-equilibrium geometry (ωB97M-V/def2-TZVPD, OMol25).

SMILES: C[C@H]1CS(=O)(=O)N=N1
Orbital gap in eV: 9.9
2S+1: 1
LUMO energy in eV: 0.2078
Net charge: 0

Element x y z (Å)
1 C 0.588 -0.883 -1.059
2 C 0.480 -0.361 0.386
3 C -0.255 0.921 0.620
4 N 1.906 -0.265 0.918
5 N 2.832 -0.490 0.227
6 O 2.786 -2.506 -1.295
7 O 2.978 -0.323 -2.339
8 S 2.446 -1.134 -1.327
9 H 0.256 -1.904 -1.122
10 H 0.176 -0.260 -1.910
11 H -0.069 -1.039 0.985
12 H -0.198 1.778 0.067
13 H 0.106 0.969 1.642
14 H -1.371 0.714 0.555

Charge distribution, natural (NBO) scheme, values in e: number 1, C, carries -0.69; number 2, C, carries -0.14; number 3, C, carries -0.61; number 4, N, carries -0.05; number 5, N, carries -0.31; number 6, O, carries -0.91; number 7, O, carries -0.91; number 8, S, carries 2.20; number 9, H, carries 0.25; number 10, H, carries 0.26; number 11, H, carries 0.23; number 12, H, carries 0.22; number 13, H, carries 0.23; number 14, H, carries 0.22

Number 1: molar mass 118.20 g mol⁻¹, E -363.6582 Ha. Number 2: molar mass 185.47 g mol⁻¹, E -3245.8437 Ha. Number 3: molar mass 134.16 g mol⁻¹, E -775.9940 Ha.